Entry 1:
A structure of composition C27H30CdN6O5S3. Source: OMol25; level of theory: ωB97M-V/def2-TZVPD.

Output
Total charge: -2
Gap between HOMO and LUMO: 6.45 eV

CARTESIAN COORDINATES (ANGSTROEM)
Cd (-1.055, -0.735, 0.878)
N (3.055, 5.499, 1.721)
C (1.831, 4.862, 2.012)
C (1.817, 3.631, 2.665)
C (0.620, 3.000, 2.948)
C (-0.580, 3.608, 2.599)
C (-0.580, 4.838, 1.963)
C (0.623, 5.466, 1.674)
S (-2.095, 2.737, 2.907)
O (-3.172, 3.695, 2.813)
O (-1.925, 2.054, 4.163)
N (-2.113, 1.613, 1.765)
C (-2.319, 1.903, 0.480)
N (-2.131, 0.824, -0.339)
C (-2.400, 0.938, -1.628)
C (-2.858, 2.124, -2.170)
C (-2.907, 3.199, -1.295)
N (-2.645, 3.122, -0.003)
H (3.818, 4.843, 1.636)
H (3.005, 6.072, 0.891)
H (2.753, 3.147, 2.923)
H (0.610, 2.021, 3.411)
H (-1.527, 5.279, 1.684)
H (0.629, 6.425, 1.165)
H (-2.205, 0.054, -2.222)
H (-3.064, 2.227, -3.225)
H (-3.162, 4.191, -1.662)
S (1.247, -0.739, 1.754)
C (1.085, -2.104, 2.867)
C (2.240, -2.429, 3.595)
C (2.286, -3.473, 4.500)
C (1.147, -4.241, 4.707)
C (-0.003, -3.941, 4.000)
C (-0.073, -2.887, 3.078)
S (-1.636, -2.673, 2.278)
H (3.124, -1.827, 3.422)
H (3.205, -3.684, 5.037)
H (1.152, -5.067, 5.410)
H (-0.898, -4.532, 4.153)
O (0.976, -2.818, -5.168)
C (1.685, -2.876, -3.907)
N (1.343, -1.746, -3.101)
C (2.376, -0.983, -2.741)
O (3.594, -1.186, -2.909)
C (1.992, 0.305, -2.046)
C (2.798, 0.813, -1.039)
C (2.447, 2.007, -0.435)
C (1.323, 2.680, -0.890)
N (0.560, 2.234, -1.886)
C (0.888, 1.058, -2.425)
H (0.785, -1.878, -5.267)
H (2.760, -2.917, -4.104)
H (1.373, -3.820, -3.446)
H (-0.110, -1.777, -2.029)
H (3.669, 0.248, -0.735)
H (3.016, 2.403, 0.395)
H (1.014, 3.614, -0.429)
H (0.246, 0.687, -3.217)
C (-1.045, -4.179, -1.356)
C (-1.743, -2.915, -1.850)
C (-3.098, -2.763, -1.170)
C (-1.924, -2.946, -3.367)
O (-0.961, -1.771, -1.493)
H (-1.648, -5.065, -1.578)
H (-0.896, -4.113, -0.278)
H (-0.075, -4.289, -1.843)
H (-3.763, -3.573, -1.480)
H (-3.561, -1.813, -1.445)
H (-2.992, -2.805, -0.086)
H (-2.537, -3.804, -3.658)
H (-0.962, -3.019, -3.874)
H (-2.428, -2.035, -3.702)

And the Mulliken charges, in e, turn out to be: 1.085 -0.671 0.782 -0.651 -0.293 -0.481 -0.112 -0.762 1.289 -0.696 -0.775 -0.595 0.446 0.237 0.116 -1.022 -0.241 -0.417 0.278 0.236 0.353 0.492 0.424 0.270 0.243 0.379 0.344 -0.460 0.211 -0.707 -0.589 -0.461 -0.671 0.467 -0.659 0.387 0.307 0.314 0.345 -0.603 -0.700 -0.450 -0.006 -0.815 0.588 -0.762 0.303 -0.407 -0.481 -0.390 0.328 0.407 0.206 -0.137 0.431 0.256 0.339 0.470 -1.255 1.384 -1.413 -1.615 0.952 0.434 0.160 0.121 0.445 0.232 0.117 0.443 0.410 0.269

***

Entry 2:
A structure of composition C27H30Cl4N5NiO in a non-equilibrium geometry. Source: OMol25; level of theory: ωB97M-V/def2-TZVPD.

Output
Total charge: +1
2S+1: 3
Gap between HOMO and LUMO (alpha / beta): 9.29 / 8.70 eV

CARTESIAN COORDINATES (ANGSTROEM)
Ni (-1.177, -0.381, -1.116)
O (0.489, -0.355, -0.003)
H (0.919, 0.374, 0.485)
N (-1.951, 1.309, 0.038)
C (-3.254, 1.609, 0.377)
C (-3.699, 2.817, 0.906)
C (-2.751, 3.798, 1.149)
C (-1.411, 3.583, 0.873)
C (-1.111, 2.294, 0.375)
H (-4.039, 0.929, 0.078)
H (-4.709, 2.992, 1.246)
H (-3.106, 4.706, 1.614)
H (-0.627, 4.285, 1.116)
H (-0.066, 2.058, 0.233)
N (-2.402, -1.661, 0.595)
C (-2.172, -1.352, 1.897)
C (-2.920, -1.706, 2.976)
C (-4.124, -2.360, 2.769)
C (-4.430, -2.722, 1.449)
C (-3.549, -2.388, 0.436)
H (-1.283, -0.769, 2.086)
H (-2.528, -1.462, 3.953)
H (-4.787, -2.517, 3.606)
H (-5.357, -3.258, 1.305)
H (-3.843, -2.664, -0.566)
N (2.184, 3.180, 0.974)
C (2.289, 4.198, 1.844)
C (2.929, 4.042, 3.089)
C (3.445, 2.769, 3.479)
C (3.272, 1.733, 2.604)
C (2.563, 1.945, 1.380)
H (1.944, 5.177, 1.544)
H (3.040, 4.905, 3.728)
H (3.986, 2.645, 4.405)
H (3.579, 0.761, 2.961)
H (2.414, 1.122, 0.696)
N (-0.200, 0.810, -2.577)
C (-0.713, 1.876, -3.320)
C (0.071, 2.622, -4.163)
C (1.482, 2.461, -4.131)
C (2.007, 1.408, -3.450)
C (1.157, 0.600, -2.725)
H (-1.752, 2.111, -3.139)
H (-0.437, 3.306, -4.827)
H (2.115, 3.127, -4.699)
H (3.079, 1.275, -3.465)
H (1.530, -0.183, -2.081)
N (-0.657, -2.307, -1.951)
C (-0.043, -3.261, -1.095)
C (0.152, -4.634, -1.373)
C (-0.184, -5.028, -2.664)
C (-0.765, -4.147, -3.561)
C (-1.106, -2.859, -3.161)
H (0.214, -2.895, -0.111)
H (0.626, -5.298, -0.665)
H (0.009, -6.038, -2.995)
H (-1.099, -4.484, -4.532)
H (-1.659, -2.191, -3.804)
C (1.613, -1.876, 2.647)
Cl (3.405, -1.995, 3.002)
Cl (0.625, -2.076, 4.096)
H (1.451, -0.861, 2.286)
H (1.271, -2.652, 1.962)
C (3.996, -1.347, -0.650)
Cl (4.621, 0.273, -1.039)
Cl (3.625, -2.169, -2.182)
H (4.713, -2.006, -0.159)
H (3.096, -1.201, -0.052)

And the natural (NBO) charges, in e, turn out to be: 1.520 -1.265 0.444 -0.550 0.043 -0.262 -0.131 -0.241 0.075 0.202 0.240 0.226 0.247 0.221 -0.514 0.042 -0.249 -0.127 -0.267 0.042 0.218 0.238 0.232 0.237 0.199 -0.443 0.012 -0.233 -0.170 -0.249 0.014 0.198 0.223 0.229 0.229 0.188 -0.567 0.033 -0.254 -0.118 -0.252 0.074 0.207 0.236 0.232 0.247 0.244 -0.565 0.081 -0.247 -0.125 -0.263 0.057 0.223 0.243 0.231 0.239 0.209 -0.366 -0.057 -0.024 0.233 0.221 -0.389 -0.028 -0.040 0.236 0.233

***

Entry 3:
A structure of composition C27H30ClIN8O4RuS2 in a non-equilibrium geometry. Source: OMol25; level of theory: ωB97M-V/def2-TZVPD.

Output
Total charge: +1
2S+1: 2
Gap between HOMO and LUMO (alpha / beta): 6.89 / 4.72 eV

CARTESIAN COORDINATES (ANGSTROEM)
Ru (-0.155, -0.139, 0.302)
N (3.551, -5.844, 2.245)
C (3.492, -4.485, 2.103)
C (3.758, -3.892, 0.858)
C (3.653, -2.524, 0.700)
C (3.263, -1.732, 1.765)
C (2.985, -2.298, 3.000)
C (3.094, -3.664, 3.170)
S (3.216, 0.044, 1.612)
O (3.596, 0.448, 0.288)
O (3.895, 0.614, 2.733)
N (1.555, 0.289, 1.741)
C (1.082, 1.445, 2.175)
N (-0.274, 1.583, 2.050)
C (-0.838, 2.658, 2.570)
C (-0.105, 3.648, 3.210)
C (1.277, 3.463, 3.224)
N (1.845, 2.400, 2.714)
H (4.095, -6.358, 1.570)
H (3.568, -6.216, 3.181)
H (4.066, -4.516, 0.034)
H (3.875, -2.045, -0.238)
H (2.709, -1.656, 3.821)
H (2.904, -4.113, 4.134)
H (-1.917, 2.725, 2.484)
H (-0.571, 4.512, 3.652)
H (1.945, 4.202, 3.647)
Cl (0.374, -3.217, -6.202)
C (0.693, -2.519, -4.664)
C (1.951, -2.028, -4.385)
C (2.233, -1.465, -3.148)
I (4.105, -0.627, -2.726)
C (1.265, -1.391, -2.117)
O (1.537, -0.988, -0.952)
C (-0.074, -1.833, -2.453)
N (-1.027, -1.639, -1.525)
C (-2.250, -2.067, -1.757)
C (-2.606, -2.724, -2.941)
C (-1.664, -2.885, -3.928)
C (-0.351, -2.433, -3.707)
H (2.724, -2.084, -5.135)
H (-2.985, -1.892, -0.981)
H (-3.617, -3.076, -3.078)
H (-1.913, -3.352, -4.868)
C (1.327, 2.524, -1.590)
C (-0.139, 2.721, -1.237)
O (-0.826, 1.489, -1.476)
C (-2.244, 1.569, -1.560)
C (-2.913, 1.328, -0.208)
H (1.872, 3.453, -1.446)
H (1.414, 2.229, -2.635)
H (1.786, 1.754, -0.961)
H (-0.581, 3.498, -1.876)
H (-0.257, 3.024, -0.185)
H (-2.537, 0.792, -2.275)
H (-2.533, 2.546, -1.964)
H (-2.447, 0.448, 0.286)
H (-3.972, 1.133, -0.348)
H (-2.803, 2.197, 0.435)
C (-2.811, -3.071, 5.525)
C (-3.328, -2.834, 4.107)
C (-2.226, -2.733, 3.125)
N (-2.071, -1.780, 2.289)
N (-1.034, -1.922, 1.466)
C (-0.343, -3.021, 1.654)
N (0.655, -3.397, 0.846)
S (-0.975, -3.982, 2.960)
H (-3.643, -3.065, 6.223)
H (-2.116, -2.287, 5.814)
H (-2.306, -4.032, 5.589)
H (-3.909, -1.912, 4.056)
H (-3.976, -3.665, 3.817)
H (1.035, -2.654, 0.263)
H (1.316, -4.089, 1.164)

And the Mulliken charges, in e, turn out to be: 0.615 -0.538 0.916 -1.011 0.023 -0.245 -0.619 -0.812 1.149 -0.627 -0.670 -0.078 0.555 0.016 -0.212 -0.804 -0.355 -0.572 0.216 0.210 0.393 0.205 0.545 0.396 0.395 0.423 0.458 -0.194 0.699 -0.424 -0.595 0.116 0.225 1.089 -0.321 0.768 -0.712 -1.098 -0.982 0.125 0.524 0.512 0.460 0.471 -1.084 -0.286 -0.205 -0.579 -0.880 0.465 0.334 0.143 0.487 0.149 0.255 0.575 0.163 0.459 0.284 -1.173 -0.344 0.259 -1.170 1.036 0.105 0.001 -0.143 0.374 0.326 0.363 0.272 0.254 -0.452 0.374

***

Computed calculated total energy, in the same sequence as the records: -3114.10228, -4744.73178, -3434.75298 Ha.
Computed ΔE to the lowest compared entry with this formula, charge and spin, in the same sequence as the records: 0.00, 160.45, 153.35 kJ/mol.